320
Properties=species:S:1:pos:R:3:lowdin_charge:R:1 method="wB97M-V/def2-TZVPD" spin_multiplicity=1 total_energy_ha=-5419.206981 homo_lumo_gap_ha=0.309 homo_energy_ev=-8.0140
C -6.73 -2.74 0.36 -0.01
C -6.49 -2.90 -1.19 -0.44
O -7.40 -3.18 -1.94 0.05
C -5.05 -2.63 -1.78 -0.01
H -6.70 -1.65 0.64 0.09
H -5.87 -3.13 0.90 0.03
H -7.66 -3.20 0.67 0.08
H -5.27 -2.03 -2.67 0.08
H -4.60 -3.55 -2.14 0.04
H -4.32 -2.23 -1.09 0.05
C 5.69 3.68 -3.16 -0.01
C 5.21 2.35 -2.71 -0.49
O 4.09 1.94 -3.06 0.03
C 6.07 1.63 -1.80 -0.01
H 6.77 3.69 -3.50 0.11
H 5.56 4.40 -2.34 0.07
H 5.00 4.02 -3.96 0.08
H 6.20 2.21 -0.93 0.08
H 7.04 1.43 -2.25 0.10
H 5.66 0.67 -1.56 0.07
C -0.97 -7.92 4.22 -0.02
C -1.08 -6.51 3.69 -0.54
O -1.40 -5.61 4.43 0.05
C -0.50 -6.27 2.35 -0.02
H -1.12 -7.94 5.28 0.07
H -0.01 -8.40 3.95 0.10
H -1.77 -8.47 3.68 0.08
H -0.96 -5.36 1.98 0.08
H -0.79 -7.09 1.71 0.06
H 0.57 -6.20 2.60 0.10
C -4.39 1.62 -0.72 -0.01
C -5.08 2.68 -1.52 -0.47
O -5.02 3.85 -1.15 0.04
C -5.75 2.28 -2.80 -0.02
H -4.98 0.73 -0.85 0.07
H -4.18 1.93 0.32 0.08
H -3.41 1.40 -1.24 0.10
H -5.20 1.50 -3.30 0.06
H -5.78 3.12 -3.48 0.08
H -6.75 1.89 -2.60 0.10
C 4.35 -0.85 -4.83 0.00
C 4.08 -1.90 -3.70 -0.49
O 4.60 -1.73 -2.63 0.06
C 3.29 -3.12 -4.02 -0.02
H 4.09 0.08 -4.29 0.06
H 3.77 -0.98 -5.73 0.06
H 5.42 -0.88 -5.02 0.08
H 3.25 -3.74 -3.11 0.08
H 3.73 -3.69 -4.82 0.08
H 2.32 -2.85 -4.45 0.08
C -3.04 -0.44 3.01 0.00
C -3.61 -1.78 2.52 -0.40
O -3.49 -2.19 1.37 0.02
C -4.18 -2.69 3.67 0.01
H -2.41 -0.66 3.85 0.07
H -3.95 0.01 3.41 0.07
H -2.51 0.13 2.25 0.06
H -4.75 -2.10 4.41 0.09
H -3.32 -3.21 4.08 0.08
H -4.81 -3.42 3.19 0.05
C -1.19 1.32 -6.37 0.01
C -2.49 1.50 -5.50 -0.47
O -2.98 0.63 -4.86 0.07
C -3.09 2.90 -5.59 -0.01
H -1.07 2.06 -7.16 0.07
H -1.33 0.30 -6.74 0.05
H -0.30 1.40 -5.73 0.07
H -3.88 3.04 -4.84 0.06
H -3.66 3.03 -6.53 0.10
H -2.28 3.64 -5.52 0.06
C 3.98 -4.90 0.46 -0.02
C 4.06 -5.84 1.62 -0.53
O 3.12 -6.17 2.28 0.07
C 5.47 -6.28 1.92 -0.02
H 3.34 -5.38 -0.26 0.08
H 4.91 -4.57 -0.02 0.08
H 3.48 -4.04 0.93 0.08
H 5.45 -6.86 2.85 0.08
H 6.09 -5.38 2.01 0.08
H 5.81 -6.93 1.09 0.10
C 6.47 -1.90 1.17 -0.01
C 5.73 -1.34 2.40 -0.47
C 6.20 -2.23 3.62 -0.10
C 5.86 -1.67 5.01 -0.16
C 6.44 -0.24 5.08 -0.13
C 5.95 0.66 3.94 -0.50
N 6.37 -0.01 2.63 -0.04
O 5.84 0.84 1.60 -0.03
C 4.47 1.02 4.13 -0.04
C 6.72 1.96 4.10 -0.04
C 4.19 -1.31 2.24 0.00
H 6.09 -2.96 1.02 0.08
H 7.49 -1.85 1.34 0.06
H 6.10 -1.32 0.36 0.06
H 5.70 -3.21 3.51 0.11
H 7.31 -2.34 3.54 0.13
H 6.37 -2.19 5.75 0.09
H 4.81 -1.62 5.17 0.07
H 7.52 -0.28 4.98 0.11
H 6.23 0.31 6.03 0.12
H 4.36 1.82 4.90 0.08
H 4.07 1.32 3.13 0.08
H 3.83 0.18 4.46 0.06
H 6.40 2.70 3.35 0.07
H 6.60 2.41 5.07 0.08
H 7.77 1.62 3.92 0.10
H 3.87 -0.41 1.79 0.04
H 3.71 -1.41 3.19 0.04
H 3.86 -2.13 1.53 0.09
H 6.62 1.06 1.16 0.06
C -2.80 -1.57 -8.12 0.00
C -2.40 -3.11 -7.84 -0.51
C -1.38 -3.25 -6.73 -0.13
C -1.82 -2.82 -5.29 -0.15
C -2.96 -3.73 -4.95 -0.15
C -4.15 -3.60 -5.96 -0.46
N -3.54 -3.93 -7.35 -0.06
O -4.59 -3.78 -8.31 -0.05
C -5.18 -4.68 -5.60 -0.04
C -4.82 -2.23 -5.76 -0.03
C -1.83 -3.70 -9.09 -0.04
H -3.72 -1.62 -8.68 0.07
H -2.03 -1.07 -8.67 0.08
H -3.17 -1.05 -7.25 0.04
H -1.05 -4.30 -6.68 0.12
H -0.46 -2.75 -7.02 0.11
H -2.13 -1.79 -5.24 0.08
H -1.01 -2.91 -4.54 0.10
H -3.38 -3.54 -3.99 0.09
H -2.71 -4.78 -5.11 0.10
H -5.57 -4.61 -4.59 0.08
H -6.03 -4.65 -6.34 0.10
H -4.68 -5.68 -5.72 0.09
H -5.24 -2.00 -6.74 0.08
H -5.67 -2.40 -5.13 0.06
H -4.27 -1.38 -5.34 0.06
H -1.57 -4.72 -8.82 0.08
H -0.91 -3.21 -9.34 0.09
H -2.60 -3.70 -9.85 0.08
H -4.58 -4.62 -8.77 0.10
C 1.31 6.90 -7.00 -0.01
C 0.40 5.65 -6.73 -0.48
C 1.33 4.35 -6.81 -0.14
C 2.25 4.07 -5.66 -0.19
C 1.40 4.04 -4.43 -0.14
C 0.67 5.34 -4.15 -0.49
N -0.21 5.64 -5.34 -0.05
O -0.83 6.93 -5.08 -0.05
C -0.29 5.09 -3.03 -0.03
C 1.53 6.55 -3.76 -0.01
C -0.69 5.52 -7.75 -0.04
H 0.66 7.72 -6.60 0.10
H 1.54 6.92 -8.03 0.06
H 2.22 6.78 -6.42 0.06
H 0.75 3.43 -6.97 0.09
H 1.81 4.43 -7.76 0.11
H 3.14 4.73 -5.62 0.12
H 2.64 3.12 -5.98 0.11
H 2.06 3.73 -3.62 0.12
H 0.64 3.30 -4.50 0.09
H -0.86 4.16 -3.10 0.08
H 0.33 4.85 -2.18 0.07
H -0.91 5.90 -2.80 0.07
H 2.03 6.41 -2.80 0.07
H 2.36 6.81 -4.38 0.06
H 0.85 7.37 -3.74 0.07
H -0.29 5.04 -8.66 0.09
H -1.09 6.50 -8.01 0.09
H -1.43 4.82 -7.34 0.07
H -1.73 6.69 -4.92 0.09
C -5.33 2.85 3.34 -0.03
C -4.39 4.05 3.67 -0.52
C -3.29 3.52 4.63 -0.16
C -2.13 4.39 4.93 -0.18
C -1.49 4.75 3.59 -0.13
C -2.51 5.42 2.61 -0.54
N -3.70 4.50 2.49 -0.06
O -4.67 5.12 1.62 -0.05
C -2.81 6.75 3.17 -0.03
C -1.96 5.48 1.24 -0.03
C -5.28 5.05 4.50 -0.02
H -5.85 3.17 2.43 0.08
H -6.11 2.63 4.13 0.11
H -4.69 1.99 3.11 0.05
H -3.76 3.05 5.50 0.12
H -2.93 2.60 4.09 0.11
H -1.33 3.93 5.49 0.09
H -2.43 5.36 5.40 0.11
H -1.20 3.77 3.10 0.12
H -0.56 5.33 3.66 0.10
H -1.96 7.40 2.89 0.10
H -3.76 7.14 2.79 0.10
H -2.93 6.74 4.24 0.05
H -2.69 5.89 0.52 0.10
H -1.00 6.06 1.26 0.09
H -1.68 4.46 0.90 0.07
H -6.08 5.47 3.86 0.09
H -4.65 5.83 4.92 0.06
H -5.57 4.38 5.33 0.08
H -4.78 4.57 0.82 0.06
C 4.47 5.68 4.55 -0.01
C 3.32 5.55 3.57 -0.54
C 2.63 6.85 3.49 -0.15
C 1.66 7.01 2.29 -0.16
C 2.45 6.92 1.00 -0.12
C 3.29 5.57 0.87 -0.46
N 3.96 5.43 2.20 -0.07
O 4.74 4.20 2.11 -0.05
C 2.52 4.33 0.48 -0.02
C 4.46 5.85 -0.10 -0.04
C 2.30 4.45 3.89 -0.01
H 4.11 6.21 5.42 0.09
H 5.21 6.29 4.13 0.07
H 4.89 4.75 4.82 0.06
H 2.24 6.92 4.50 0.12
H 3.50 7.59 3.44 0.15
H 1.19 7.99 2.41 0.11
H 0.88 6.24 2.32 0.07
H 3.09 7.79 0.89 0.11
H 1.80 6.94 0.12 0.11
H 3.03 3.64 -0.13 0.06
H 2.06 3.90 1.39 0.07
H 1.72 4.59 -0.20 0.07
H 5.23 6.53 0.30 0.09
H 4.86 4.84 -0.40 0.06
H 4.17 6.36 -1.04 0.08
H 1.56 4.26 3.06 0.07
H 1.83 4.55 4.83 0.07
H 2.89 3.46 3.88 0.08
H 4.13 3.47 2.35 0.06
C 3.99 0.12 7.84 -0.03
C 2.50 -0.12 7.79 -0.54
C 1.75 1.18 7.57 -0.16
C 0.29 1.10 7.20 -0.16
C 0.41 0.27 5.92 -0.13
C 0.94 -1.17 6.09 -0.51
N 2.27 -1.02 6.66 -0.09
O 2.74 -2.33 7.00 -0.03
C -0.01 -2.05 6.92 -0.01
C 1.14 -1.80 4.69 -0.02
C 2.03 -0.68 9.17 -0.03
H 4.14 0.78 6.97 0.07
H 4.66 -0.77 7.82 0.10
H 4.17 0.69 8.74 0.08
H 1.88 1.73 8.54 0.14
H 2.24 1.68 6.74 0.10
H -0.23 2.10 7.05 0.13
H -0.32 0.64 7.90 0.08
H 1.16 0.76 5.24 0.12
H -0.57 0.18 5.39 0.12
H -0.76 -1.43 7.46 0.09
H -0.43 -2.85 6.35 0.07
H 0.60 -2.53 7.67 0.07
H 1.86 -1.17 4.13 0.06
H 1.59 -2.81 4.73 0.10
H 0.21 -1.79 4.15 0.07
H 1.00 -1.03 9.20 0.06
H 2.27 0.04 10.00 0.10
H 2.61 -1.61 9.40 0.09
H 3.59 -2.38 6.55 0.08
C 1.44 0.68 0.71 0.01
C 0.12 0.85 -0.17 -0.46
C 0.42 1.48 -1.49 -0.16
C 1.11 0.56 -2.48 -0.16
C 0.21 -0.68 -2.60 -0.11
C -0.03 -1.39 -1.26 -0.52
N -0.64 -0.41 -0.41 -0.06
O -1.07 -0.97 0.82 -0.03
C -1.05 -2.52 -1.49 -0.02
C 1.25 -2.02 -0.72 -0.02
C -0.71 1.87 0.51 -0.06
H 1.28 -0.13 1.43 0.08
H 1.65 1.65 1.15 0.07
H 2.28 0.32 0.14 0.05
H -0.52 1.80 -1.98 0.13
H 1.10 2.32 -1.39 0.11
H 2.07 0.33 -2.00 0.09
H 1.45 1.10 -3.38 0.10
H 0.54 -1.43 -3.26 0.08
H -0.80 -0.38 -2.95 0.13
H -0.54 -3.25 -2.20 0.10
H -1.23 -3.14 -0.56 0.09
H -2.01 -2.22 -1.86 0.07
H 1.50 -2.85 -1.36 0.07
H 2.16 -1.45 -0.83 0.07
H 1.02 -2.39 0.24 0.08
H -0.90 1.65 1.53 0.07
H -1.69 2.01 0.07 0.07
H -0.33 2.88 0.51 0.06
H -1.79 -1.51 0.52 0.04
C -1.13 -6.76 -1.36 -0.03
C -2.60 -7.17 -1.28 -0.47
C -2.67 -8.77 -1.04 -0.12
C -4.00 -9.19 -0.49 -0.22
C -4.37 -8.48 0.82 -0.11
C -4.51 -6.98 0.47 -0.55
N -3.23 -6.57 -0.06 -0.07
O -3.30 -5.15 -0.24 -0.06
C -5.75 -6.73 -0.43 0.00
C -4.68 -6.20 1.76 -0.03
C -3.39 -6.80 -2.55 -0.02
H -0.67 -6.74 -0.40 0.04
H -0.96 -5.77 -1.94 0.10
H -0.61 -7.54 -1.91 0.07
H -2.40 -9.22 -2.03 0.13
H -1.89 -9.00 -0.23 0.14
H -3.91 -10.24 -0.38 0.10
H -4.81 -9.10 -1.24 0.11
H -3.63 -8.74 1.59 0.11
H -5.36 -8.91 1.13 0.13
H -6.64 -6.94 0.15 0.09
H -5.65 -5.59 -0.54 0.10
H -5.64 -7.29 -1.37 0.06
H -4.84 -5.14 1.53 0.06
H -5.59 -6.57 2.27 0.10
H -3.83 -6.43 2.43 0.10
H -4.12 -7.55 -2.70 0.05
H -2.78 -6.75 -3.49 0.09
H -3.63 -5.73 -2.30 0.08
H -3.31 -4.77 0.65 0.06

***

34
Properties=species:S:1:pos:R:3:lowdin_charge:R:1 method="wB97M-V/def2-TZVPD" smiles="N[C@@H](C=O)CCS.O.O.O.O.O.O" spin_multiplicity=1 relative_energy_kj_mol=175.3 total_energy_ha=-1144.622033 homo_lumo_gap_ha=0.347 homo_energy_ev=-9.1180
N -0.60 -0.22 2.09 0.05
C -1.20 0.13 0.78 -0.32
C -1.26 1.67 0.64 -0.19
O -0.30 2.35 0.94 0.04
C -0.36 -0.46 -0.36 -0.25
C -0.72 -1.90 -0.63 -0.55
S -2.02 -2.09 -1.91 0.68
H 0.39 0.08 2.17 0.06
H -1.15 0.14 2.89 0.11
H -2.24 -0.22 0.76 0.15
H -2.22 2.10 0.26 0.13
H -0.41 0.17 -1.21 0.06
H 0.73 -0.36 -0.12 0.09
H -1.11 -2.39 0.30 0.06
H 0.20 -2.53 -0.98 0.11
H -1.29 -1.73 -2.99 -0.13
O 2.73 1.01 -1.43 -0.08
H 2.49 1.06 -0.46 0.01
H 3.14 0.13 -1.58 0.08
O -1.64 2.01 -1.79 -0.08
H -0.75 1.99 -2.20 0.00
H -2.24 1.61 -2.42 0.06
O -2.12 -2.85 2.57 -0.08
H -1.55 -3.56 2.75 0.00
H -1.45 -2.13 2.33 0.01
O 0.71 1.74 -3.04 -0.06
H 1.43 1.49 -2.45 -0.02
H 1.07 2.55 -3.44 0.08
O 2.15 -1.79 1.55 -0.05
H 2.35 -0.87 1.43 -0.02
H 1.22 -1.80 1.79 0.00
O 2.11 1.20 1.17 -0.06
H 2.71 1.81 1.53 0.06
H 1.22 1.65 1.06 0.04

***

8
Properties=species:S:1:pos:R:3:lowdin_spin:R:1 method="wB97M-V/def2-TZVPD" charge=+1 spin_multiplicity=2 total_energy_ha=-1430.432513 homo_lumo_gap_ha="0.189 / 0.290" homo_energy_ev="-8.8150 / -11.8463"
O -0.20 -0.17 -0.87 0.07
C 0.34 1.06 -0.79 0.05
K 0.84 -1.53 0.98 0.10
Ca -2.68 0.72 0.18 0.73
H 0.89 1.35 -1.70 0.00
C -0.18 1.78 0.84 0.04
H -0.09 2.88 0.83 0.00
H 0.37 1.62 1.79 0.00

***

77
Properties=species:S:1:pos:R:3:lowdin_charge:R:1 method="wB97M-V/def2-TZVPD" charge=+1 spin_multiplicity=1 total_energy_ha=-5313.037690 homo_lumo_gap_ha=0.251 homo_energy_ev=-10.7829
Ti -0.28 0.76 0.00 1.28
C 2.86 1.61 -1.53 0.00
C 2.81 0.48 -0.57 -0.29
C 3.82 -0.41 -0.21 0.03
C 3.23 -1.29 0.68 -0.01
N 1.95 -0.95 0.84 0.03
N 1.69 0.15 0.08 -0.02
B 0.92 -1.61 1.82 -0.64
N -0.39 -2.01 1.04 0.04
C -1.04 -3.17 1.01 -0.02
C -2.20 -3.02 0.26 0.03
C -2.21 -1.69 -0.14 -0.29
C -3.21 -0.96 -0.96 0.00
N -1.11 -1.08 0.35 -0.02
N 0.49 -0.54 2.82 0.03
C 0.38 -0.50 4.16 -0.03
C -0.14 0.72 4.52 0.01
C -0.36 1.40 3.32 -0.29
C -0.93 2.76 3.17 0.00
N 0.01 0.62 2.30 0.05
N 1.59 -2.82 2.40 -0.02
C 2.30 -3.04 3.53 -0.07
C 2.90 -4.26 3.44 -0.01
C 2.53 -4.74 2.16 -0.35
C 2.92 -6.02 1.50 -0.03
N 1.76 -3.87 1.54 0.11
H 3.89 1.92 -1.68 0.09
H 2.29 2.47 -1.17 0.08
H 2.45 1.31 -2.49 0.09
H 4.84 -0.41 -0.55 0.12
H 3.64 -2.14 1.19 0.13
H -0.63 -4.04 1.49 0.13
H -2.94 -3.76 0.04 0.12
H -3.87 -1.67 -1.46 0.09
H -2.73 -0.35 -1.72 0.07
H -3.82 -0.30 -0.34 0.09
H 0.64 -1.35 4.77 0.12
H -0.34 1.07 5.52 0.11
H -1.10 3.19 4.16 0.09
H -1.89 2.74 2.66 0.08
H -0.26 3.43 2.63 0.09
H 2.37 -2.30 4.32 0.11
H 3.52 -4.74 4.17 0.11
H 3.41 -6.69 2.21 0.08
H 3.61 -5.84 0.67 0.08
H 2.04 -6.53 1.10 0.08
C 0.58 -2.93 -4.34 -0.06
C 0.84 -2.92 -2.95 -0.05
C 0.59 -1.80 -2.20 -0.03
C 0.07 -0.62 -2.79 -0.16
C -0.21 0.60 -2.06 -0.18
C -0.63 1.71 -2.76 -0.09
C -0.84 1.69 -4.15 -0.06
C -0.62 0.53 -4.85 -0.01
C -0.16 -0.63 -4.19 -0.16
C 0.10 -1.81 -4.94 -0.02
H 0.78 -3.82 -4.91 0.11
H 1.24 -3.80 -2.47 0.11
H 0.81 -1.84 -1.15 0.08
H -0.80 2.65 -2.25 0.10
H -1.17 2.58 -4.66 0.11
H -0.79 0.49 -5.91 0.12
H -0.10 -1.80 -6.00 0.12
Br -4.23 8.23 -0.30 0.81
C -3.36 6.57 -0.16 -0.67
C -1.97 6.53 -0.13 -0.10
C -1.33 5.31 -0.03 0.01
C -2.09 4.14 0.03 -0.15
C -3.48 4.19 0.00 0.02
C -4.12 5.41 -0.10 -0.10
C -1.42 2.85 0.14 -0.58
O -2.04 1.75 0.21 -0.05
O -0.13 2.75 0.14 -0.08
H -1.40 7.45 -0.17 0.11
H -0.25 5.26 0.00 0.13
H -4.06 3.27 0.04 0.13
H -5.20 5.47 -0.13 0.11

***

57
Properties=species:S:1:pos:R:3:lowdin_spin:R:1 method="wB97M-V/def2-TZVPD" charge=+2 spin_multiplicity=6 relative_energy_kj_mol=0.0 total_energy_ha=-3539.881304 homo_lumo_gap_ha="0.226 / 0.206" homo_energy_ev="-12.6111 / -12.6111"
Ca 2.45 -2.20 -2.64 0.00
Mn 2.76 1.22 -1.05 4.74
O 1.71 -0.44 -1.38 0.11
H 0.80 -0.25 -1.11 0.01
N 3.75 0.61 -4.01 0.01
O 4.36 1.11 -4.87 0.01
O 3.34 -0.60 -4.10 0.00
O 3.47 1.27 -2.95 0.06
C 2.20 0.37 5.44 0.00
C 2.90 0.34 4.09 0.00
C 2.71 -0.99 3.36 0.00
O 2.50 -0.59 1.99 0.00
C 2.27 0.71 1.97 0.01
O 2.05 1.33 0.94 0.04
O 2.26 1.26 3.15 0.00
H 2.57 1.20 6.04 0.00
H 2.42 -0.52 6.03 0.00
H 1.13 0.53 5.30 0.00
H 3.94 0.65 4.22 0.00
H 1.79 -1.49 3.68 0.00
H 3.55 -1.67 3.49 0.00
C -0.86 2.68 3.31 0.00
C -1.85 2.08 2.35 0.00
C -2.37 3.07 1.28 0.00
O -1.91 2.51 0.03 0.00
C -1.30 1.34 0.25 0.00
O -0.82 0.69 -0.64 0.00
O -1.14 1.09 1.54 0.00
H -1.33 3.52 3.83 0.00
H 0.00 3.06 2.75 0.00
H -0.52 1.96 4.05 0.00
H -2.68 1.60 2.87 0.00
H -1.96 4.06 1.43 0.00
H -3.46 3.08 1.21 0.00
C -3.49 0.36 -4.02 0.00
C -2.22 -0.13 -4.68 0.00
C -0.99 0.77 -4.47 0.00
O 0.04 -0.14 -4.05 0.00
C -0.50 -1.32 -3.79 0.00
O 0.11 -2.26 -3.32 0.00
O -1.77 -1.37 -4.06 0.00
H -4.09 -0.47 -3.66 0.00
H -4.08 0.89 -4.77 0.00
H -3.30 1.08 -3.23 0.00
H -2.39 -0.29 -5.74 0.00
H -1.16 1.51 -3.69 0.00
H -0.70 1.29 -5.38 0.00
N -0.96 -2.16 -0.02 0.00
C -1.63 -3.16 -0.70 0.00
C -1.54 -4.30 0.04 0.00
C -0.73 -4.02 1.17 0.00
C -0.37 -2.70 1.09 0.00
H -0.74 -1.24 -0.37 0.00
H -2.08 -2.90 -1.65 0.00
H -1.94 -5.26 -0.23 0.00
H -0.42 -4.72 1.93 0.00
H 0.22 -2.07 1.73 0.00